[1]
Below is a cluster of 2 separate species, CH4BrN in total, with properties calculated with ωB97M-V/def2-TZVPD.

Bonds (Å) are listed after each position.
Positions of all 7 atoms, in Å:
1 Br -2.137 -0.010 -0.758  N7 1.913
2 H 0.886 -0.558 -0.890  C4 1.111
3 H -0.452 -1.194 1.200  no bonds
4 C 0.573 0.233 -0.174  H2 1.111, H5 1.050, H6 1.058, N7 1.391
5 H 0.664 1.208 -0.555  C4 1.050
6 H 1.131 0.180 0.724  C4 1.058
7 N -0.665 0.142 0.453  Br1 1.913, C4 1.391

As for the HOMO energy: -0.3438 Ha. The LUMO energy comes out at -0.31 eV. Its multiplicity is 1. The frontier orbital gap comes out at 9.044 eV. The net charge is 0.



[2]
Below is a cluster of 3 separate species, H3PS2 in total, with properties calculated with ωB97M-V/def2-TZVPD.

Bonds (Å) are listed after each position.
Positions of all 6 atoms, in Å:
1 H -0.349 2.039 1.851  no bonds
2 S -1.281 0.251 -0.859  S3 1.899
3 S -0.498 -1.256 -0.009  S2 1.899, P5 2.050
4 H 1.305 -0.797 -1.712  P5 1.423
5 P 1.446 -1.614 -0.556  S3 2.050, H4 1.423
6 H -0.624 1.376 1.285  no bonds

As for the HOMO energy (spin up / spin down): -0.3321 / -0.3273 Ha. The LUMO energy (spin up / spin down) comes out at -1.80 / -1.97 eV. Its multiplicity is 1. The frontier orbital gap (spin up / spin down) comes out at 7.234 / 6.940 eV. The net charge is 0.



[3]
Below is a cluster of 2 separate species, C5H10O in total, with properties calculated with ωB97M-V/def2-TZVPD.

Bonds (Å) are listed after each position.
Positions of all 16 atoms, in Å:
1 H -0.649 -0.025 2.736  C13 1.097
2 H -1.544 -0.205 -1.656  C5 1.106
3 H 1.484 1.018 1.761  C11 1.096
4 C 0.936 0.674 -0.263  H7 1.093, C8 1.333, C11 1.502
5 C -1.279 -1.263 -1.472  H2 1.106, O9 1.205, H15 1.106
6 H 1.305 -0.685 1.343  C11 1.097
7 H 0.557 1.666 -0.521  C4 1.093
8 C 1.353 -0.144 -1.229  C4 1.333, H12 1.089, H14 1.090
9 O -1.571 -1.843 -0.457  C5 1.205
10 H -0.960 1.379 1.686  C13 1.096
11 C 0.869 0.311 1.193  H3 1.096, C4 1.502, H6 1.097, C13 1.532
12 H 1.330 0.142 -2.279  C8 1.089
13 C -0.573 0.353 1.709  H1 1.097, H10 1.096, C11 1.532, H16 1.095
14 H 1.652 -1.165 -0.992  C8 1.090
15 H -0.701 -1.755 -2.276  C5 1.106
16 H -1.209 -0.268 1.070  C13 1.095

As for the HOMO energy: -0.3600 Ha. The LUMO energy comes out at 0.90 eV. Its multiplicity is 1. As for the SMILES: C=CCC.C=O. The frontier orbital gap comes out at 10.700 eV. The net charge is 0.



[4]
Below is a cluster of 2 separate species, CH6NO in total, with properties calculated with ωB97M-V/def2-TZVPD.

Bonds (Å) are listed after each position.
Positions of all 9 atoms, in Å:
1 H -2.233 1.248 -0.009  O2 0.966
2 O -1.598 0.950 0.655  H1 0.966, H4 0.965
3 H 0.305 0.012 0.669  N5 1.026
4 H -2.155 0.763 1.421  O2 0.965
5 N 0.799 -0.716 0.142  H3 1.026, H6 1.019, C9 1.269
6 H 0.949 -1.635 0.556  N5 1.019
7 H 1.545 -1.169 -1.710  C9 1.082
8 H 1.198 0.636 -1.304  C9 1.085
9 C 1.252 -0.405 -1.002  N5 1.269, H7 1.082, H8 1.085

As for the HOMO energy: -0.5937 Ha. The LUMO energy comes out at -5.62 eV. Its multiplicity is 1. The frontier orbital gap comes out at 10.534 eV. The net charge is +1.



[5]
Below is an isolated molecule of C3H4O3, with properties calculated with ωB97M-V/def2-TZVPD.

Bonds (Å) are listed after each position.
Positions of all 10 atoms, in Å:
1 H 1.377 0.828 -0.055  C7 1.093
2 O -0.067 0.625 1.396  H6 0.972, C7 1.421
3 H -0.596 1.768 -1.261  C5 1.105
4 H -0.164 -1.832 0.362  C10 1.109
5 C -0.693 0.770 -0.797  H3 1.105, C7 1.521, O9 1.210
6 H -0.981 0.293 1.399  O2 0.972
7 C 0.434 0.298 0.107  H1 1.093, O2 1.421, C5 1.521, C10 1.526
8 O 1.731 -1.685 -0.333  C10 1.204
9 O -1.726 0.141 -0.843  C5 1.210
10 C 0.686 -1.205 0.026  H4 1.109, C7 1.526, O8 1.204

As for the HOMO energy: -0.3687 Ha. The LUMO energy comes out at 0.07 eV. Its multiplicity is 1. As for the SMILES: O=CC(O)C=O. The frontier orbital gap comes out at 10.097 eV. The net charge is 0.



[6]
Below is an isolated molecule of C4H8N2O3, with properties calculated with ωB97M-V/def2-TZVPD.

Bonds (Å) are listed after each position.
Positions of all 17 atoms, in Å:
1 H -3.131 0.324 -0.887  O10 0.970
2 H 2.456 0.660 -1.769  N4 1.007
3 C -0.127 -0.318 0.114  C5 1.534, C12 1.532, O14 1.413, C17 1.525
4 N 1.542 0.327 -1.509  H2 1.007, H11 1.007, C17 1.363
5 C -0.265 -0.543 1.625  C3 1.534, H6 1.089, H8 1.086, H9 1.084
6 H -1.230 -0.990 1.855  C5 1.089
7 H -0.957 -1.968 -0.486  O14 0.965
8 H 0.530 -1.209 1.951  C5 1.086
9 H -0.156 0.407 2.134  C5 1.084
10 O -2.375 -0.233 -0.646  H1 0.970, C12 1.345
11 H 1.171 -0.448 -2.033  N4 1.007
12 C -1.324 0.537 -0.313  C3 1.532, O10 1.345, O16 1.197
13 H 2.508 1.660 0.402  N15 1.016
14 O -0.102 -1.537 -0.601  C3 1.413, H7 0.965
15 N 1.681 1.149 0.697  H13 1.016, C17 1.261
16 O -1.374 1.733 -0.324  C12 1.197
17 C 1.152 0.448 -0.208  C3 1.525, N4 1.363, N15 1.261

As for the HOMO energy: -0.3452 Ha. The LUMO energy comes out at 0.56 eV. Its multiplicity is 1. As for the SMILES: [H]/N=C(\N)[C@](C)(O)C(=O)O. The frontier orbital gap comes out at 9.949 eV. The net charge is 0.



[7]
Below is a cluster of 2 separate species, C4H12S in total, with properties calculated with ωB97M-V/def2-TZVPD.

Bonds (Å) are listed after each position.
Positions of all 17 atoms, in Å:
1 S -0.892 1.996 -0.039  C2 1.816, C12 1.766
2 C 0.874 2.029 0.382  S1 1.816, H5 1.090, H9 1.092, H10 1.080
3 C 0.798 -2.846 -0.578  H6 1.090, H13 1.099, C14 1.516, H15 1.097
4 H 2.033 -2.686 1.204  C14 1.097
5 H 1.564 2.305 -0.416  C2 1.090
6 H 1.454 -2.124 -1.064  C3 1.090
7 H -1.218 0.189 -1.668  C12 1.100
8 H 0.356 -2.248 1.439  C14 1.091
9 H 1.031 2.794 1.145  C2 1.092
10 H 1.205 1.076 0.768  C2 1.080
11 H -0.352 -0.400 -0.335  C12 1.095
12 C -1.129 0.332 -0.581  S1 1.766, H7 1.100, H11 1.095, H17 1.094
13 H -0.251 -2.710 -0.876  C3 1.099
14 C 1.007 -2.953 0.920  C3 1.516, H4 1.097, H8 1.091, H16 1.088
15 H 0.941 -3.820 -1.060  C3 1.097
16 H 0.997 -3.995 1.233  C14 1.088
17 H -2.056 -0.088 -0.178  C12 1.094

As for the HOMO energy (spin up / spin down): -0.5447 / -0.5447 Ha. The LUMO energy (spin up / spin down) comes out at -3.57 / -8.66 eV. As for the expectation value of S²: 0.753. Its multiplicity is 2. The frontier orbital gap (spin up / spin down) comes out at 11.255 / 6.161 eV. The net charge is +1.



[8]
Below is a cluster of 5 separate species, C4H18O7 in total, with properties calculated with ωB97M-V/def2-TZVPD.

Bonds (Å) are listed after each position.
Positions of all 29 atoms, in Å:
1 H -0.314 -12.350 -4.031  C6 1.085
2 H -1.959 -13.387 -2.459  C4 1.111
3 C 1.642 -14.684 -2.995  O8 1.390, C11 1.501, H14 1.084, H16 1.085
4 C -1.842 -12.290 -2.593  H2 1.111, C6 1.530, O25 1.451, H26 1.129
5 O 3.621 -11.600 -3.409  H12 0.972, H23 0.968
6 C -1.333 -11.978 -4.002  H1 1.085, C4 1.530, O10 1.440, H24 1.112
7 H -3.381 -11.523 -1.651  O25 0.973
8 O 1.464 -13.331 -3.263  C3 1.390, H28 0.984
9 H 1.381 -9.378 -4.306  O29 0.995
10 O -1.390 -10.562 -4.255  C6 1.440, H20 0.964
11 C 2.865 -15.348 -3.559  C3 1.501, H13 1.133, O15 1.450, H21 1.078
12 H 4.406 -11.710 -2.848  O5 0.972
13 H 2.916 -16.444 -3.279  C11 1.133
14 H 1.720 -14.782 -1.918  C3 1.084
15 O 2.725 -15.200 -4.995  C11 1.450, H22 0.988
16 H 0.767 -15.273 -3.252  C3 1.085
17 O 1.751 -7.276 -4.651  H18 0.947, H19 0.975
18 H 0.935 -6.962 -5.014  O17 0.947
19 H 1.449 -7.450 -3.741  O17 0.975
20 H -2.215 -10.339 -4.701  O10 0.964
21 H 3.803 -14.912 -3.257  C11 1.078
22 H 3.645 -15.359 -5.320  O15 0.988
23 H 3.066 -10.909 -3.018  O5 0.968
24 H -1.926 -12.556 -4.745  C6 1.112
25 O -3.157 -11.676 -2.586  C4 1.451, H7 0.973
26 H -1.179 -11.866 -1.785  C4 1.129
27 H 0.519 -10.235 -3.362  O29 0.982
28 H 2.348 -12.971 -3.501  O8 0.984
29 O 1.381 -9.766 -3.390  H9 0.995, H27 0.982

As for the HOMO energy: -0.3616 Ha. The LUMO energy comes out at 0.63 eV. Its multiplicity is 1. As for the SMILES: OCCO.OCCO.O.O.O. The frontier orbital gap comes out at 10.465 eV. The net charge is 0.



The electronic energy results, record by record, are as follows: -2669.1289 -1139.4254 -271.6890 -171.4144 -342.3859 -492.4748 -557.4363 -689.8319 hartree.
The strongest force on any atom results, record by record, are as follows: 5.95 3.87 0.54 0.76 0.59 0.67 1.47 2.08 eV Å⁻¹.
The energy relative to the best compared isomer or geometry (same formula, charge and spin) results, record by record, are as follows: 221.7 263.6 166.9 33.0 184.0 74.0 46.4 215.3 kJ/mol.